1.
A cluster of 9 separate species, C30H31Cl32F5NO2 in total in a non-equilibrium geometry. Source: the Open Molecules 2025 dataset; level of theory: wB97M-V/def2-TZVPD.

```
101
Properties=species:S:1:pos:R:3
H 5.58 -2.77 0.65
H -6.65 -0.92 1.44
C 5.60 -2.38 -0.40
C -4.68 -0.43 -0.62
H 9.64 1.27 -1.43
H -9.20 -0.88 1.20
Cl -8.43 3.98 -1.82
Cl -0.04 4.65 0.91
Cl -6.76 9.30 0.20
Cl 10.30 -1.86 -3.54
C -1.78 -2.93 0.51
C -8.31 -0.04 -2.13
F -4.16 0.81 -0.20
H 8.21 -1.19 -1.60
H -0.81 -1.10 1.22
Cl 7.41 -4.56 1.85
C -9.18 5.11 -2.96
Cl 9.41 -4.27 -0.20
C -8.57 -0.64 0.31
Cl 8.40 -2.41 4.29
Cl 12.07 -1.20 -5.73
Cl -11.90 9.28 0.53
H 4.04 -3.38 -1.56
H -1.55 -3.89 -0.03
Cl 2.46 -2.73 5.89
C 7.86 -1.12 -0.53
C 8.92 -5.22 1.20
H -2.95 -1.03 1.95
H 10.45 -0.38 -1.14
C -6.86 -0.07 -1.95
Cl 13.06 -1.17 -3.01
Cl 12.42 -3.68 -4.29
C 4.13 -2.38 -1.04
Cl 3.26 -4.03 3.43
H -4.54 -1.53 2.29
C -1.31 3.42 0.70
C 0.46 -1.98 -0.40
Cl -11.43 7.72 -1.86
Cl 1.76 -1.55 3.34
Cl -8.83 4.60 -4.62
Cl 10.19 -5.14 2.44
H 8.13 -2.09 -0.01
Cl 4.51 -1.55 4.22
C -4.05 -1.59 0.27
Cl -7.64 10.78 2.53
Cl -8.51 6.73 -2.69
C -8.87 0.31 -3.54
C 11.96 -1.98 -4.14
Cl -1.91 3.46 -0.96
F -8.10 -0.36 -4.48
F -10.16 -0.14 -3.65
C 8.65 0.04 0.22
H -0.12 -2.18 -1.34
O -5.36 -3.31 -0.94
H 5.95 -0.36 -1.39
Cl -9.67 9.91 -1.20
H -10.26 -0.36 -1.09
H 0.09 -2.64 1.73
F -8.77 1.65 -3.83
C -11.34 9.34 -1.16
H 6.04 -0.41 0.47
C 3.00 -2.46 4.22
F -4.23 -0.57 -1.95
Cl -2.64 3.75 1.82
H 10.70 0.99 -0.02
C -4.90 -2.94 0.21
H -2.09 -1.05 -0.75
C -9.16 -0.35 -0.98
H 1.44 -3.76 0.46
Cl -0.63 1.82 1.05
H 4.12 -1.61 -1.85
O -5.12 -3.63 1.22
H -6.26 0.18 -2.86
C -6.23 -0.40 -0.66
Cl 6.36 -3.28 6.13
H -2.93 -2.56 -1.31
Cl 8.68 -6.91 0.72
Cl -12.37 10.45 -2.08
N -3.91 -1.07 1.63
Cl 8.20 -1.18 6.90
H 3.38 -2.64 1.00
C -6.23 10.34 1.53
H 6.22 -3.08 -1.03
Cl -5.49 11.82 0.88
Cl 9.14 -3.91 6.66
H 2.81 -1.08 0.14
C 8.03 -2.69 6.00
C -2.65 -1.95 -0.40
H 7.99 0.93 0.37
H 0.76 -0.90 -0.44
C 1.67 -3.00 -0.32
Cl -10.94 5.12 -2.71
H 1.75 -3.50 -1.32
C 6.28 -0.94 -0.48
H 9.08 -0.36 1.17
C 3.00 -2.18 0.05
Cl -5.05 9.47 2.52
C -0.47 -2.13 0.90
C -7.12 -0.66 0.46
C 9.92 0.49 -0.66
H -2.36 -3.12 1.45
```

As for the maximum force: 4.08 eV Å⁻¹. The calculation puts the gap between HOMO and LUMO at 5.7 eV. The HOMO energy comes out at -4.6 eV. The lowest unoccupied orbital energy comes out at 0.038 hartree. The charge is -1.

***

2.
A structure of composition C30H31Cl3F6N2O6PdS2. Source: the Open Molecules 2025 dataset; level of theory: wB97M-V/def2-TZVPD.

```
81
Properties=species:S:1:pos:R:3
C 0.51 -2.87 -1.88
Cl -0.56 2.33 4.35
C 5.80 2.00 -3.66
H -1.83 3.39 -0.84
C 2.03 1.29 -1.85
C -0.94 -2.84 2.88
C -4.16 2.38 -0.10
C 7.13 2.26 -4.31
O -3.53 -0.50 -3.04
O -0.27 -0.38 -1.90
N -2.01 -2.23 -1.98
H -2.98 -3.11 3.38
H -2.79 3.21 1.32
H -5.03 2.37 0.55
F 0.30 -3.14 -0.59
F 1.73 -2.35 -2.01
H 7.88 1.55 -3.95
H 1.18 1.34 -2.53
C -2.85 -3.32 1.26
C 4.67 1.74 -4.42
C -3.79 -0.82 3.56
C 3.34 1.54 -2.43
H -2.41 -2.83 0.40
Cl 2.13 -1.60 6.84
H -4.17 3.30 -0.68
H 7.49 3.26 -4.07
O -0.51 -1.64 -3.96
C 3.43 1.52 -3.84
H -0.76 -3.90 3.06
C -2.93 1.18 1.70
F 0.45 -4.00 -2.58
H 4.25 0.82 0.28
F -4.23 -3.45 -3.34
C -3.83 1.45 2.71
C 0.43 0.90 4.25
H 7.07 2.16 -5.39
C 4.44 1.82 -0.13
C 1.62 -0.83 5.37
H -4.26 2.44 2.77
H 6.56 2.22 -1.67
H -3.93 -3.31 1.15
C -1.69 2.45 -0.31
C 2.03 -1.34 4.15
C 0.81 0.43 2.97
H -4.23 1.53 -0.78
H 2.58 1.12 -5.76
C -2.88 -1.19 2.60
H 0.52 0.71 6.38
F -4.52 -3.64 -1.20
N -1.39 -0.64 0.98
H 3.63 2.45 0.24
C 4.48 1.79 -1.63
C 5.68 2.02 -2.27
H 1.72 0.32 -4.45
C 0.83 0.30 5.43
C 2.25 1.23 -4.73
H -0.31 -2.53 2.05
H -4.96 0.77 4.38
O 0.41 1.08 1.90
H 5.39 2.19 0.26
S -0.70 -1.64 -2.54
H 1.52 2.05 -4.70
H -0.64 -2.29 3.78
H 4.75 1.72 -5.50
C -2.83 2.32 0.69
C -4.54 -2.79 -2.23
O -3.67 -0.93 -0.62
C 1.63 -0.71 2.98
Pd 0.02 0.24 0.13
C -2.43 -2.63 2.57
C -4.24 0.49 3.62
H -1.71 1.65 -1.06
H 2.66 -2.21 4.10
Cl 2.19 -1.40 1.47
S -3.36 -1.40 -1.94
H -0.72 2.50 0.18
H -2.51 -4.36 1.28
F -5.76 -2.29 -2.35
O 1.83 1.02 -0.67
H -4.15 -1.56 4.27
C -2.35 -0.17 1.69
```

As for the maximum force: 0.40 eV Å⁻¹. The calculation puts the gap between HOMO and LUMO (alpha / beta) at 5.5 / 5.5 eV. The HOMO energy (alpha / beta) comes out at -8.0 / -8.0 eV. The lowest unoccupied orbital energy (alpha / beta) comes out at -0.092 / -0.092 hartree.

***

3.
A structure of composition C30H31F5N7O5Sc. Source: the Open Molecules 2025 dataset; level of theory: wB97M-V/def2-TZVPD.

```
79
Properties=species:S:1:pos:R:3
C -1.08 3.38 0.56
N -0.89 2.44 -0.31
H -1.51 -2.18 4.67
C 2.34 3.78 2.27
H 2.62 2.88 2.83
H -1.63 1.65 2.15
O 1.72 2.71 0.27
H -2.70 -0.44 -6.23
H -2.45 4.87 -0.14
H 6.36 0.58 1.24
C -1.36 -0.11 3.01
C -1.59 -2.83 -3.11
H 4.29 -0.82 -3.03
H 7.76 -0.56 -0.48
H 2.67 -1.67 0.11
H 0.20 0.01 4.20
H -1.09 0.13 -4.41
H 0.89 -1.87 4.53
F -3.59 -3.80 -3.98
N 2.69 -2.25 0.95
H -3.23 3.42 0.48
H -5.09 0.17 -6.00
C 0.46 -2.72 4.01
C -2.95 -3.09 -3.02
C -4.38 0.42 -5.21
C -1.60 -1.58 -1.01
F -3.69 -1.44 0.11
N -1.94 2.20 -1.19
F -4.96 -2.85 -1.81
C -0.94 -2.11 -2.14
C 3.88 0.11 -1.12
C -3.04 0.08 -5.35
H 3.23 4.14 1.75
C -3.91 1.40 -3.06
H 0.96 -3.95 2.31
C -2.40 4.11 0.65
H -0.27 4.42 2.27
H 6.68 -1.23 -2.63
C 5.91 0.26 0.30
C 1.30 3.37 1.26
H -0.70 1.38 4.10
C 1.49 -1.98 1.74
C 6.09 -0.74 -1.86
N -1.35 -1.41 2.76
C 1.34 -3.06 2.81
N -0.75 0.37 4.12
O -1.03 -0.86 -0.10
C -4.81 1.08 -4.06
H 2.33 -3.31 3.19
C 4.75 -0.51 -2.09
N -2.01 0.71 2.19
H 1.98 4.54 2.96
H -2.17 0.33 1.25
H 0.66 -2.04 1.04
F 0.37 -1.92 -2.26
H -1.51 -3.36 3.37
C 1.45 -0.53 2.27
H 0.49 -3.57 4.71
C -1.55 1.39 -2.14
C -2.56 1.06 -3.19
C -0.03 3.74 1.46
O -0.38 0.90 -2.28
N 2.59 0.29 -1.32
H -5.86 1.33 -3.95
C 4.57 0.50 0.09
H 3.51 -1.95 1.46
Sc 0.89 0.91 -0.57
H -2.50 4.60 1.61
C -2.98 -1.89 -0.95
C -1.02 -2.45 3.73
H 3.97 1.01 0.84
C -2.14 0.40 -4.34
O 1.82 -0.25 3.42
O 0.97 0.30 1.43
C 6.71 -0.37 -0.66
C -3.64 -2.61 -1.93
H -1.52 -1.65 1.78
H -4.22 1.90 -2.16
F -0.92 -3.31 -4.17
```

As for the maximum force: 0.95 eV Å⁻¹. The calculation puts the gap between HOMO and LUMO at 4.6 eV. The HOMO energy comes out at -0.2 eV. The lowest unoccupied orbital energy comes out at 0.160 hartree. The charge is -2.

***

4.
A structure of composition C30H31IN3O6PS2Ti in a non-equilibrium geometry. Source: the Open Molecules 2025 dataset; level of theory: wB97M-V/def2-TZVPD.

```
75
Properties=species:S:1:pos:R:3
H 0.98 -3.93 -1.78
H -3.62 0.62 -4.92
C -0.74 1.08 -3.43
C -1.81 2.82 -5.70
C -1.90 2.84 -0.44
O -0.82 -0.12 3.65
H 4.35 -2.84 -1.94
O 0.68 0.35 -1.72
S 3.42 -1.13 -0.26
C -0.07 -3.64 -1.80
C -1.42 0.55 -4.71
C -2.53 -0.22 -0.07
P 0.04 -0.52 2.31
C -2.62 3.95 -0.92
C 0.11 -3.03 3.18
H -3.11 -0.32 -0.99
C 1.91 1.17 1.48
H -2.99 4.67 -0.20
C -0.30 0.00 -2.47
C -2.29 3.49 -4.55
C -2.15 -1.71 -2.88
H -2.71 0.47 3.08
C 3.54 -6.59 -1.79
H -0.84 -0.34 -5.01
N 1.17 -2.48 0.33
H 3.29 -7.64 -1.75
H 1.67 2.24 1.61
C 4.69 -3.86 0.54
H 3.53 -3.99 -3.95
C -2.82 0.09 -4.43
C -1.37 1.55 -5.82
C -3.07 -0.98 -3.66
C -2.79 4.10 -2.26
C 4.14 -3.89 -1.90
H -3.10 0.46 0.58
N 0.39 -1.67 -0.43
H 3.01 -6.41 -3.86
H -0.89 -2.93 3.60
C -1.53 2.07 -2.61
N -1.41 1.91 -1.29
H -2.75 4.45 -4.76
C 3.38 -5.90 -2.98
H 5.13 -2.88 0.32
H -2.21 0.84 4.74
O -0.81 1.56 1.13
H -0.59 -4.24 -1.05
C 2.43 -2.27 0.46
H -1.00 1.20 -6.77
H -2.49 -2.67 -2.51
H 1.54 0.84 0.50
C -2.22 3.18 -3.20
S 3.18 -3.52 1.55
C -0.20 -2.18 -1.45
Ti -0.53 0.34 -0.21
O 0.74 -1.78 3.07
C 3.67 -4.55 -3.03
H 2.99 1.03 1.51
O -1.82 3.42 1.87
C -1.88 0.81 3.70
H 4.09 -6.47 0.27
H 0.73 -3.63 3.85
H 5.34 -4.45 1.18
H -0.49 -3.84 -2.78
H -1.81 3.42 -6.60
I -2.75 -2.14 0.92
C 4.30 -4.58 -0.70
H -1.58 1.81 3.39
H 0.19 1.59 -3.74
C -1.52 2.64 0.95
H -4.10 -1.35 -3.62
H 0.06 -3.52 2.20
H -3.34 4.95 -2.65
C -0.93 -1.27 -2.33
O 1.34 0.43 2.53
C 3.99 -5.94 -0.66
```

As for the maximum force: 2.88 eV Å⁻¹. The calculation puts the gap between HOMO and LUMO (alpha / beta) at 5.2 / 5.2 eV. The HOMO energy (alpha / beta) comes out at -1.0 / -1.0 eV. The lowest unoccupied orbital energy (alpha / beta) comes out at 0.154 / 0.153 hartree. The expectation value of S² is 2.0460. The charge is -2. The multiplicity is 3.

***

5.
A structure of composition C30H31N2O2P2Pt. Source: the Open Molecules 2025 dataset; level of theory: wB97M-V/def2-TZVPD.

```
68
Properties=species:S:1:pos:R:3
H -0.50 4.23 -0.96
C 0.11 3.72 -1.69
P 0.43 -0.06 1.83
P -0.91 1.37 -0.67
C 2.84 -2.92 -2.66
H -5.47 -0.41 -0.60
H -0.79 -2.70 -4.52
C -0.57 -0.60 3.21
C 1.63 -2.26 -2.14
C 2.31 -1.93 2.71
H 0.97 -2.82 -4.72
H -1.78 1.73 1.53
C -3.48 0.37 -0.63
C 0.91 1.68 -2.73
H -3.16 -0.19 0.24
H -2.79 -1.60 6.20
C 0.13 2.32 -1.76
H -6.21 0.92 -2.54
H -4.65 2.47 -3.66
C 3.13 0.38 2.60
N 1.68 -1.41 -1.05
C 0.34 -2.41 -2.72
H -2.32 2.66 -2.88
H 3.14 -2.43 -3.60
H 0.77 0.23 4.71
H 3.66 -3.42 3.45
C -0.96 -0.67 5.59
H 3.01 1.43 2.38
H 1.25 2.06 1.08
H 2.26 1.94 -4.37
C 1.64 3.82 -3.54
C -0.16 -0.30 4.52
C 4.53 -1.46 3.40
C -3.01 2.00 -2.37
C 2.11 -0.53 2.39
H -2.52 -1.86 -1.89
N -0.65 -1.95 -1.98
C -4.31 1.88 -2.82
C 0.14 -3.04 -4.06
C 0.87 4.46 -2.58
H 1.49 -2.62 2.55
H -3.51 -2.13 3.90
H 0.49 2.24 2.68
H -1.04 3.21 0.93
H -0.65 -0.45 6.60
H 2.62 -3.96 -2.92
H 5.16 0.61 3.27
C -2.59 1.25 -1.27
C -4.78 0.25 -1.09
H 3.67 -2.86 -1.97
C 4.34 -0.07 3.09
C -5.19 1.01 -2.19
C 0.40 1.76 1.71
C -0.91 2.13 1.00
O -1.85 -1.99 -2.58
C -2.16 -1.32 5.36
H -2.08 -1.52 1.98
H 2.22 4.41 -4.23
O 2.77 -1.22 -0.48
H 0.07 -4.13 -3.95
C -1.78 -1.26 2.99
C -2.58 -1.62 4.07
H 0.85 5.54 -2.53
C 3.51 -2.38 3.21
Pt -0.16 -0.82 -0.26
H 5.49 -1.78 3.78
C 1.66 2.43 -3.61
H 0.91 0.60 -2.80
```

As for the maximum force: 0.38 eV Å⁻¹. The calculation puts the gap between HOMO and LUMO (alpha / beta) at 6.4 / 4.3 eV. The HOMO energy (alpha / beta) comes out at -15.8 / -17.1 eV. The lowest unoccupied orbital energy (alpha / beta) comes out at -0.346 / -0.472 hartree. The expectation value of S² is 6.0495. The charge is +3. The multiplicity is 5.

***

6.
A structure of composition C30H32ClN3SSi2Yb in a non-equilibrium geometry. Source: the Open Molecules 2025 dataset; level of theory: wB97M-V/def2-TZVPD.

```
70
Properties=species:S:1:pos:R:3
H 2.47 -2.39 -2.48
C -2.13 -1.28 3.37
C -0.46 2.31 -4.00
C 0.71 1.57 -3.77
C -0.21 3.00 -0.79
H -0.20 -0.56 -5.35
Yb 0.20 -0.49 3.50
C -0.30 -1.20 0.15
C 1.06 -1.38 -3.78
H -2.70 -1.23 2.44
C 0.75 3.80 -5.46
H 1.37 -2.28 1.07
H -1.23 -0.33 6.44
H -3.49 2.38 1.20
H 0.00 -2.55 -6.81
H -1.36 3.99 -4.99
H 2.84 3.36 -5.75
C 1.36 -3.60 -5.48
H -3.32 4.33 -0.38
C 1.92 3.06 -5.26
C -1.62 -1.33 -0.32
C 0.42 -1.41 -5.03
C 1.39 1.31 6.21
C -2.47 3.65 -0.25
H 0.72 3.17 -1.34
C 0.33 -2.34 0.69
N 2.45 -0.24 4.78
C 1.90 1.95 -4.41
C -2.10 -0.28 4.38
H 1.90 0.50 -1.06
H 2.92 0.44 4.16
C -0.34 -3.57 0.73
C -2.58 2.56 0.62
C -1.27 3.90 -0.93
C -1.35 -0.80 5.47
C -0.89 -2.10 5.13
H -2.08 -4.69 0.09
H 0.52 2.39 7.71
C -0.44 3.43 -4.83
C -1.60 -3.71 0.14
H -3.29 -2.66 -0.74
S 0.56 1.97 4.89
H 1.44 -4.48 -6.14
H 3.11 -1.02 4.85
H 1.90 1.47 8.20
H -0.89 -0.13 -2.58
H -1.29 -3.36 3.32
H 0.13 -4.42 1.23
Si 0.57 0.05 -2.71
C -1.52 1.68 0.76
C -0.36 1.85 0.00
H -1.39 2.01 -3.51
N 1.20 1.67 7.50
H 0.76 4.67 -6.13
C 2.07 -3.54 -4.27
H -1.64 0.80 1.41
H 2.72 -4.36 -3.99
N 2.39 0.37 6.09
H 2.81 1.36 -4.26
C -1.39 -2.40 3.83
C 1.92 -2.43 -3.42
H -0.38 -2.79 5.80
H -1.18 4.78 -1.57
H 2.49 -0.30 6.85
C 0.55 -2.53 -5.87
H -2.60 0.69 4.36
H -2.15 -0.46 -0.73
C -2.27 -2.58 -0.35
Si 0.71 0.35 -0.23
Cl 1.94 0.39 1.61
```

As for the maximum force: 2.53 eV Å⁻¹. The calculation puts the gap between HOMO and LUMO (alpha / beta) at 7.4 / 5.9 eV. The HOMO energy (alpha / beta) comes out at -9.7 / -9.8 eV. The lowest unoccupied orbital energy (alpha / beta) comes out at -0.087 / -0.142 hartree. The expectation value of S² is 0.7527. The charge is +1. The multiplicity is 2.